--- i ---
Here is 2 unconnected molecules or ions with the total composition C3H5BrO2S from OMol25. Energies are from ωB97M-V with the def2-TZVPD basis set.

Each line ends with the Mulliken charge.
Cartesian coordinates (Å):
C1 1.0193 -0.3978 0.7126  -0.20
C2 1.3657 -0.8580 -0.6791  -0.36
C3 1.1268 0.5144 -0.3080  0.00
O1 -2.7696 1.5936 -0.9835  -0.52
O2 -1.8815 1.4870 1.2765  -0.44
S1 -1.8117 0.9888 -0.0573  0.64
Br1 -2.3692 -1.3144 0.0951  -0.29
H1 -0.0119 -0.6990 0.7978  -0.01
H2 1.4679 -0.3233 1.7247  0.28
H3 2.2517 -1.2154 -1.1616  0.29
H4 0.4498 -1.3668 -1.0157  0.19
H5 1.1627 1.5908 -0.4015  0.42

Results
Orbital gap (alpha / beta)   0.227 / 0.223 Eh
HOMO level (alpha / beta)   -8.90 / -8.86 eV

--- ii ---
Here is 2 unconnected molecules or ions with the total composition C3H5BrO2S from OMol25. Energies are from ωB97M-V with the def2-TZVPD basis set.

Each line ends with the Mulliken charge.
Cartesian coordinates (Å):
C1 -0.6964 -1.2454 -0.3377  -0.85
C2 -1.0665 -0.1028 0.5437  0.15
C3 -0.7720 1.0827 0.1032  -0.84
O1 1.6594 0.6592 1.1219  -0.30
O2 2.1341 1.4517 -1.1679  -0.42
S1 2.4392 0.5109 -0.0783  0.68
Br1 1.0998 -2.2562 -0.3516  -0.19
H1 -1.3058 -2.0344 0.0040  0.40
H2 -0.9219 -0.9399 -1.3027  0.46
H3 -1.4528 -0.3023 1.5257  0.32
H4 -0.8592 1.9936 0.7691  0.21
H5 -0.2579 1.1829 -0.8295  0.38

Results
Orbital gap   0.332 Eh
HOMO level   -9.93 eV

Stability comparison, relative energies in hartree: i 0.1059; ii 0.0000

--- i ---
Here is a gas-phase ion, C6H14N2 (charge +2) from OMol25. Energies are from ωB97M-V with the def2-TZVPD basis set.

Each line ends with the Mulliken charge.
Cartesian coordinates (Å):
C1 -1.8087 -1.7553 -0.4724  -1.31
C2 -0.9403 -0.7663 -1.1845  0.03
C3 0.4352 -0.3904 -0.5617  -0.63
C4 0.2649 0.4768 0.6499  -0.51
C5 1.2882 0.9630 1.3336  -0.27
N1 1.0524 1.8073 2.4797  0.02
C6 1.7741 2.8112 2.7662  -0.06
N2 -0.5909 -1.3113 -2.6155  -0.33
H1 -2.3907 -2.3026 -1.2340  0.42
H2 -2.5991 -1.3104 0.1260  0.37
H3 -1.3378 -2.6105 0.0126  0.36
H4 -1.4447 0.1711 -1.4143  0.36
H5 0.9877 0.0697 -1.3878  0.40
H6 0.9984 -1.3085 -0.3655  0.44
H7 -0.7743 0.6575 0.8953  0.35
H8 2.3132 0.8368 1.0311  0.41
H9 0.1769 1.6067 2.9824  0.34
H10 2.6987 3.1172 2.2867  0.27
H11 1.5376 3.4797 3.5904  0.28
H12 -1.3791 -1.8568 -2.9615  0.34
H13 -0.5329 -0.5380 -3.2819  0.37
H14 0.2711 -1.8469 -2.6748  0.35

Results
SMILES string   C=[NH+]/C=C/C[C@H](C)[NH3+]
Orbital gap   0.366 Eh
Total charge   +2
HOMO level   -18.06 eV

--- ii ---
Here is 2 unconnected molecules or ions with the total composition C6H14N2 from OMol25. Energies are from ωB97M-V with the def2-TZVPD basis set.

Each line ends with the Mulliken charge.
Cartesian coordinates (Å):
C1 -2.0409 0.7501 -0.3278  -1.01
C2 -1.7255 -0.5277 0.4662  0.26
C3 -0.3037 -0.3218 1.2582  -0.96
C4 0.8022 0.2005 0.4762  0.88
C5 0.6303 1.5176 0.1042  -0.86
C6 2.9225 -0.0858 -0.7373  -0.94
N1 1.7985 -0.6469 0.0811  -0.14
N2 -1.6369 -1.7920 -0.3482  -0.44
H1 -2.1415 1.5533 0.4775  0.34
H2 -2.9409 0.7145 -0.9904  0.40
H3 -1.0042 0.9382 -0.8631  0.39
H4 -2.3963 -0.6930 1.2952  0.34
H5 -0.0697 -1.3265 1.6670  0.37
H6 -0.4905 0.3124 2.1890  0.46
H7 0.9188 2.3533 0.6881  0.41
H8 0.6453 2.5689 -1.3735  0.54
H9 3.7207 -0.8521 -0.7414  0.33
H10 3.2855 0.8233 -0.2404  0.39
H11 1.4528 -1.4954 -0.2972  0.38
H12 -2.0795 -1.5801 -1.1773  0.23
H13 2.5526 0.1674 -1.6715  0.43
H14 -1.8997 -2.5783 0.0654  0.21

Results
Orbital gap   0.166 Eh
Total charge   +2
HOMO level   -17.66 eV

Stability comparison, relative energies in hartree: i 0.0000; ii 0.3422

--- i ---
Here is a gas-phase ion, C4H8NO2 (charge +1) from OMol25. Energies are from ωB97M-V with the def2-TZVPD basis set.

Each line ends with the Mulliken charge.
Cartesian coordinates (Å):
C1 -0.7814 0.0132 0.5035  -0.08
C2 -0.0512 1.2885 0.5934  -0.66
C3 0.8176 0.1262 -1.2489  -0.60
C4 0.2715 -0.8675 -0.2490  0.52
N1 0.7951 -1.7984 0.4488  -0.21
O1 -2.1169 0.2188 0.0139  -0.53
O2 0.6372 1.4863 -0.5914  -0.34
H1 -1.0814 -0.1228 1.6180  0.42
H2 -0.9325 1.7977 0.7236  0.48
H3 0.6094 1.3425 1.5322  0.31
H4 1.7558 -0.2005 -1.6408  0.41
H5 0.2252 0.3114 -2.1844  0.28
H6 1.6817 -2.2477 0.2836  0.28
H7 -1.9401 0.7472 -0.9071  0.41
H8 0.1100 -2.0946 1.1045  0.31

Results
SMILES string   [NH2+]=C1COC[C@H]1O
Orbital gap   0.328 Eh
Total charge   +1
HOMO level   -14.87 eV

--- ii ---
Here is a gas-phase ion, C4H8NO2 (charge +1) from OMol25. Energies are from ωB97M-V with the def2-TZVPD basis set.

Each line ends with the Mulliken charge.
Cartesian coordinates (Å):
C1 -1.9790 1.3274 -0.9238  -0.11
C2 -0.5404 0.4174 0.7912  -0.55
C3 0.1370 -0.8556 0.2897  -0.38
C4 2.6080 -1.1914 0.0367  0.22
N1 -0.8724 1.1894 -0.3231  0.02
O1 1.3535 -0.6112 -0.3387  -0.29
O2 2.7562 -1.8802 0.9779  -0.40
H1 -2.1275 1.7174 -1.9118  0.27
H2 -2.8054 0.9821 -0.4191  0.28
H3 -1.4084 0.1451 1.4443  0.34
H4 0.0933 0.9023 1.5406  0.28
H5 0.1254 -1.5944 1.1081  0.37
H6 -0.4403 -1.3726 -0.4930  0.31
H7 3.2053 -0.7868 -0.8730  0.29
H8 -0.1053 1.6111 -0.9059  0.35

Results
SMILES string   C=[NH+]CCOC=O
Orbital gap   0.340 Eh
Total charge   +1
HOMO level   -14.69 eV

--- iii ---
Here is 2 unconnected molecules or ions with the total composition C4H8NO2 from OMol25. Energies are from ωB97M-V with the def2-TZVPD basis set.

Each line ends with the Mulliken charge.
Cartesian coordinates (Å):
C1 1.8824 1.1465 0.2515  0.26
C2 1.5803 0.8189 -0.9904  -0.72
C3 0.9513 1.6898 2.3994  -0.03
N1 0.9539 0.9912 1.3298  0.08
H1 2.7796 1.6758 0.5373  0.31
H2 0.6806 0.2856 -1.2652  0.12
H3 2.2761 1.0847 -1.7729  0.27
H4 0.1723 1.5099 3.1253  0.27
H5 1.7445 2.4219 2.5156  0.24
H6 0.1982 0.3204 1.2014  0.15
O1 -2.7428 -1.1320 -0.4707  -0.42
C4 -1.6010 -1.3075 -0.7397  1.00
O2 -1.1812 -2.0293 -1.7825  -0.43
H7 -0.7947 -0.8530 -0.1300  -0.48
H8 -0.2434 -2.2477 -1.7004  0.36

Results
Orbital gap   0.309 Eh
Total charge   +1
HOMO level   -14.27 eV

--- iv ---
Here is 2 unconnected molecules or ions with the total composition C4H8NO2 from OMol25. Energies are from ωB97M-V with the def2-TZVPD basis set.

Each line ends with the Mulliken charge.
Cartesian coordinates (Å):
C1 1.7889 0.5072 -0.6639  0.15
C2 1.1129 -0.5405 -1.1554  0.21
C3 -0.8460 -0.3430 0.4952  0.20
C4 -0.8877 0.3588 1.8918  -1.18
N1 0.5224 -0.9774 -2.2090  -0.32
O1 3.0333 0.7984 -1.0644  -0.45
O2 -1.9533 -0.6176 -0.0440  -0.32
H1 1.6989 0.7463 0.3882  0.23
H2 -1.4681 1.2185 1.5789  0.43
H3 0.1501 0.6033 2.2413  0.28
H4 -1.3853 -0.3462 2.6259  0.39
H5 0.3350 -2.0481 -2.3434  0.33
H6 0.0063 -0.3550 -2.9867  0.31
H7 3.3638 0.4501 -1.9931  0.38
H8 -2.7242 -0.3831 0.6278  0.37

Results
Orbital gap (alpha / beta)   0.326 / 0.326 Eh
Total charge   +1
HOMO level (alpha / beta)   -12.85 / -12.85 eV

Stability comparison, relative energies in hartree: i 0.0713; ii 0.0000; iii 0.0070; iv 0.1342

--- i ---
Here is a gas-phase ion, CH2NO2 (charge -1) from OMol25. Energies are from ωB97M-V with the def2-TZVPD basis set.

Each line ends with the Mulliken charge.
Cartesian coordinates (Å):
C1 0.4091 0.6076 -0.4844  0.02
N1 -0.3580 -0.2799 0.3770  0.01
O1 0.0926 -1.4960 0.6937  -0.76
O2 0.2827 1.8171 -1.0133  -0.69
H1 -1.3005 -0.2780 0.4283  0.16
H2 1.3942 0.0195 -0.5917  0.26

Results
SMILES string   O=CN[O-]
Orbital gap (alpha / beta)   0.247 / 0.247 Eh
Total charge   -1
HOMO level (alpha / beta)   -1.95 / -1.95 eV

--- ii ---
Here is a gas-phase ion, CH2NO2 (charge -1) from OMol25. Energies are from ωB97M-V with the def2-TZVPD basis set.

Each line ends with the Mulliken charge.
Cartesian coordinates (Å):
N1 -0.7010 0.5802 -0.0613  -0.71
C1 0.1960 -0.6242 0.1735  0.66
O1 0.2681 -1.0746 1.3106  -0.67
O2 0.8064 -0.8505 -0.9559  -0.75
H1 -0.6156 0.9794 -0.9771  0.29
H2 0.0462 0.9898 0.5103  0.18

Results
SMILES string   NC(=O)[O-]
Orbital gap   0.302 Eh
Total charge   -1
HOMO level   -3.45 eV

Stability comparison, relative energies in hartree: i 0.1055; ii 0.0000

--- i ---
Here is 2 unconnected molecules or ions with the total composition CH5N4 from OMol25. Energies are from ωB97M-V with the def2-TZVPD basis set.

Each line ends with the Mulliken charge.
Cartesian coordinates (Å):
C1 0.3852 -1.2899 0.8344  0.10
N1 -0.3100 2.1122 -0.0354  -0.38
N2 -0.1426 1.2580 0.7829  -0.11
N3 -0.2419 -1.8250 -0.1372  0.04
N4 0.6601 -0.9307 -0.6620  -0.12
H1 -0.8305 3.1451 0.0163  0.29
H2 -0.6020 1.3835 1.7382  0.22
H3 -0.8190 -2.6161 -0.5387  0.34
H4 0.3400 -0.0111 -0.8721  0.30
H5 1.5607 -1.2259 -1.1264  0.32

Results
Orbital gap   0.320 Eh
Total charge   +1
HOMO level   -13.24 eV

--- ii ---
Here is a gas-phase ion, CH5N4 (charge +1) from OMol25. Energies are from ωB97M-V with the def2-TZVPD basis set.

Each line ends with the Mulliken charge.
Cartesian coordinates (Å):
C1 -0.2256 -0.4504 -0.3288  0.19
N1 1.8306 0.4169 0.1760  -0.56
N2 1.0891 -0.6073 0.0078  0.27
N3 -1.4135 -0.5863 0.3818  -0.32
N4 -0.9363 0.7467 0.0092  -0.17
H1 2.8211 0.0405 0.0855  0.28
H2 1.3691 -1.5645 -0.3218  0.35
H3 -2.2512 -0.8035 -0.2382  0.34
H4 -0.7580 1.3724 0.7647  0.30
H5 -1.5252 1.4354 -0.5364  0.33

Results
Orbital gap (alpha / beta)   0.308 / 0.328 Eh
Total charge   +1
HOMO level (alpha / beta)   -13.73 / -13.86 eV

Stability comparison, relative energies in hartree: i 0.0371; ii 0.0000

--- i ---
Here is 3 unconnected molecules or ions with the total composition C5H17NO2 from OMol25. Energies are from ωB97M-V with the def2-TZVPD basis set.

Each line ends with the Mulliken charge.
Cartesian coordinates (Å):
C1 0.9022 -1.3744 -1.2467  -0.18
C2 -0.2473 -1.0850 -2.2262  -0.86
C3 1.4237 -0.1612 -0.4760  -1.03
N1 0.4787 0.4484 0.4707  -0.11
C4 -0.4580 1.4869 -0.0258  -0.52
C5 -1.9259 1.0282 -0.1504  -1.05
H1 1.7456 -1.8187 -1.7675  0.39
H2 0.6547 -2.1127 -0.4828  0.12
H3 -1.1916 -1.5634 -1.9617  0.20
H4 -0.4545 -0.0095 -2.2080  0.19
H5 0.0185 -1.3131 -3.2530  0.35
H6 2.2609 -0.5224 0.1358  0.33
H7 1.8306 0.6310 -1.1021  0.41
H8 -0.0412 -0.2846 0.9485  0.18
H9 -0.0690 1.8661 -0.9734  0.38
H10 -0.4222 2.2961 0.7154  0.35
H11 -2.3792 1.5044 -1.0216  0.32
H12 -2.4456 1.2538 0.7707  0.38
H13 -2.0040 -0.0486 -0.3055  0.18
H14 2.2966 1.2925 2.6842  0.31
H15 1.3766 2.2378 1.9809  0.34
O1 2.0971 2.2310 2.6220  -0.68
H16 -2.1781 -2.7765 1.5429  0.29
H17 -1.0730 -2.7303 0.4668  0.31
O2 -1.8981 -2.3226 0.7439  -0.60

Results
SMILES string   CCCNCC.O.O
Orbital gap   0.338 Eh
HOMO level   -8.65 eV

--- ii ---
Here is 3 unconnected molecules or ions with the total composition C5H17NO2 from OMol25. Energies are from ωB97M-V with the def2-TZVPD basis set.

Each line ends with the Mulliken charge.
Cartesian coordinates (Å):
C1 0.4885 -1.0738 -2.3655  -1.08
C2 0.2696 0.2617 -1.6727  -0.60
N1 -0.3811 0.0831 -0.3457  -0.18
C3 -1.3269 2.3093 0.2859  -1.27
C4 -0.1933 1.2566 0.5349  0.14
C5 -0.1757 0.6662 1.9567  -1.11
H1 1.3559 -1.0756 -3.0232  0.34
H2 0.5689 -1.8619 -1.6231  0.26
H3 -0.3760 -1.3240 -2.9837  0.31
H4 -0.3098 0.9518 -2.2949  0.32
H5 1.1903 0.7935 -1.4391  0.38
H6 -1.3688 -0.0569 -0.4270  0.39
H7 -2.0390 1.9231 -0.4454  0.33
H8 -0.9641 3.2518 -0.1192  0.29
H9 -1.9065 2.5039 1.1906  0.35
H10 0.7191 1.8215 0.3687  0.40
H11 -0.0548 1.4011 2.7509  0.45
H12 0.6717 -0.0118 1.9344  0.07
H13 -1.0799 0.0670 2.0710  0.32
H14 -1.2114 -3.1849 0.9878  0.29
H15 -0.5121 -1.9802 0.2502  0.30
O1 -0.7524 -2.9082 0.1719  -0.68
H16 1.8131 -1.3475 0.9488  0.32
H17 2.9170 -1.4698 2.0478  0.31
O2 2.6577 -0.9957 1.2399  -0.65

Results
SMILES string   CCNC(C)C.O.O
Orbital gap   0.368 Eh
HOMO level   -9.23 eV

Stability comparison, relative energies in hartree: i 0.0062; ii 0.0000